[1]
Formula: C27H36AuIOS
Source: the Open Molecules 2025 dataset
Level of theory: wB97M-V/def2-TZVPD

Structure (XYZ):
```
67
Properties=species:S:1:pos:R:3:nbo_charge:R:1
Au 0.8190 -0.8454 -0.6817 0.95
C 1.1355 1.0904 0.3958 -0.31
C 1.8558 0.2048 1.2310 -0.11
C 3.2013 0.2077 0.7080 0.15
C 3.2602 1.1768 -0.3685 -0.31
C 2.0402 1.7284 -0.5818 0.04
C 1.6542 2.8046 -1.5607 -0.11
C 2.5072 2.7086 -2.8283 -0.60
C 0.1723 2.6943 -1.9354 -0.60
C 1.9032 4.1614 -0.8778 -0.59
C 4.4057 -0.6488 1.0791 -0.14
C 4.8481 -0.4272 2.5349 -0.60
C 4.1010 -2.1335 0.8397 -0.60
C 5.6154 -0.2951 0.1979 -0.60
C 1.2862 -0.2430 2.5853 -0.10
C -0.2355 -0.0355 2.6446 -0.60
C 1.5421 -1.7179 2.9061 -0.60
C 1.8953 0.6586 3.6735 -0.61
H 0.1499 1.4668 0.6140 0.26
H 4.1298 1.3902 -0.9635 0.23
H 2.4233 1.7207 -3.2838 0.22
H 3.5606 2.9034 -2.6204 0.21
H 2.1701 3.4506 -3.5542 0.21
H -0.0620 1.7138 -2.3528 0.23
H -0.0747 3.4513 -2.6817 0.21
H -0.4773 2.8550 -1.0740 0.21
H 2.9520 4.2691 -0.5987 0.21
H 1.2957 4.2665 0.0232 0.21
H 1.6402 4.9711 -1.5619 0.21
H 4.1408 -0.8214 3.2599 0.21
H 5.0052 0.6327 2.7446 0.21
H 5.7971 -0.9429 2.6892 0.22
H 3.1940 -2.4677 1.3384 0.22
H 4.9396 -2.7305 1.2063 0.21
H 3.9777 -2.3322 -0.2236 0.23
H 5.9359 0.7394 0.3368 0.21
H 5.4084 -0.4617 -0.8593 0.22
H 6.4479 -0.9419 0.4762 0.22
H -0.7632 -0.5647 1.8508 0.23
H -0.5089 1.0190 2.5981 0.20
H -0.5956 -0.4167 3.6012 0.22
H 1.1185 -2.3609 2.1309 0.22
H 1.0582 -1.9683 3.8519 0.21
H 2.5978 -1.9568 3.0066 0.21
H 1.6331 1.7019 3.4850 0.21
H 2.9809 0.5879 3.7218 0.21
H 1.4904 0.3792 4.6490 0.21
C -8.6303 -3.3285 -2.6432 -0.73
C -8.5376 -2.5500 -1.3620 0.50
O -8.5684 -3.0291 -0.2722 -0.51
S -8.3297 -0.7188 -1.5899 0.13
C -6.5551 -0.6970 -1.4168 -0.18
C -5.9365 -1.1322 -0.2482 -0.22
C -4.5576 -1.0935 -0.1411 -0.19
C -3.7724 -0.5988 -1.1855 -0.06
C -4.4025 -0.1497 -2.3449 -0.21
C -5.7816 -0.2073 -2.4635 -0.21
C -2.3416 -0.5609 -1.0630 -0.03
C -1.1400 -0.5288 -0.9451 -0.39
H -8.8712 -4.3690 -2.4398 0.23
H -7.6641 -3.2599 -3.1478 0.25
H -9.3692 -2.8743 -3.3024 0.24
H -6.5378 -1.5039 0.5705 0.24
H -4.0736 -1.4407 0.7622 0.22
H -3.8019 0.2324 -3.1594 0.22
H -6.2649 0.1263 -3.3722 0.22
I 1.5634 -2.9581 -2.0073 -0.47
```

The LUMO energy (alpha / beta) is -0.0769 / -0.0782 Eh. For the relative energy (zero: lowest compared OMol25 entry of this formula, charge and spin), the calculation gives 0.0 kJ/mol.


[2]
Formula: C5H8N
Source: the Open Molecules 2025 dataset
Level of theory: wB97M-V/def2-TZVPD

Structure (XYZ):
```
14
Properties=species:S:1:pos:R:3:nbo_charge:R:1
C -0.7647 -1.0118 -0.5256 -0.41
C -0.3951 0.6737 1.1639 -0.39
C -0.7953 0.4711 -0.2789 -0.01
C 0.7972 -0.9270 -0.2530 0.03
C 0.9642 0.2671 0.6898 -0.05
N 0.6422 0.6963 -0.6420 -0.40
H -1.2774 -1.7299 -0.0472 0.24
H -0.8488 -1.3053 -1.5829 0.24
H -0.5135 1.6597 1.3834 0.24
H -1.0233 0.0336 1.7896 0.24
H -1.5718 1.0702 -0.5515 0.24
H 1.5998 -1.5693 -0.7221 0.28
H 1.9587 0.5842 0.9636 0.26
H 1.2278 1.0874 -1.3871 0.47
```

The LUMO energy is -0.1218 Eh. For the relative energy (zero: lowest compared OMol25 entry of this formula, charge and spin), the calculation gives 351.6 kJ/mol. The total charge is +1.


[3]
Formula: C4H6CsNaO2
Source: the Open Molecules 2025 dataset
Level of theory: wB97M-V/def2-TZVPD

Structure (XYZ):
```
14
Properties=species:S:1:pos:R:3:nbo_charge:R:1
O 1.7634 1.2626 0.8362 -1.05
Na -0.0747 2.3848 0.6678 0.69
C 1.8062 -0.0884 0.6177 -0.03
C 0.7326 -0.6344 -0.3484 -0.42
H 2.7872 -0.4235 0.1903 0.10
H 0.8361 -0.0349 -1.2721 0.22
H 1.0063 -1.6628 -0.6390 0.20
H 1.7005 -0.6823 1.5646 0.09
C -0.7512 -0.6976 0.3584 -0.57
C -1.4767 -0.1793 -0.8190 0.26
O -1.7559 -0.8155 -1.8647 -0.67
Cs -4.6229 3.2849 -1.2794 -0.24
H -0.7211 -0.0889 1.2759 0.19
H -1.2299 -1.6247 0.7119 0.21
```

Its spin multiplicity is 2. The LUMO energy (alpha / beta) is 0.0696 / 0.0622 Eh. The total charge is -1. As for the expectation value of S²: 0.85.


[4]
Formula: C29H48N8O3P2PtSi
Source: the Open Molecules 2025 dataset
Level of theory: wB97M-V/def2-TZVPD

Structure (XYZ):
```
92
Properties=species:S:1:pos:R:3:mulliken_charge:R:1
Pt 0.8886 -0.2954 0.8692 3.55
C -4.0079 2.6765 1.5403 -0.73
C -2.6653 3.0003 1.3249 -0.67
C -1.6884 2.0554 1.5252 1.06
C -2.0229 0.7636 2.0059 -0.29
C -3.3965 0.4330 2.1646 -0.20
C -4.3651 1.3835 1.9334 -0.96
N -0.9831 -0.0811 2.2325 -0.12
C -0.9797 -1.1377 3.1296 0.26
C -1.8493 -1.3143 4.1752 -0.65
C -1.7491 -2.4351 5.0508 -0.71
C -0.7284 -3.3542 4.9188 -0.83
C 0.2345 -3.1540 3.9501 -0.74
C 0.1427 -2.0408 3.0607 0.48
N 1.1042 -1.7787 2.1812 1.27
N 2.2618 -2.5500 2.3486 -1.07
C 3.1691 -2.3963 1.4212 -0.25
C 4.3729 -3.1593 1.6044 -0.49
C 5.3680 -3.0811 0.6674 -0.51
C 5.1731 -2.2540 -0.4338 -0.90
C 3.9761 -1.5086 -0.5403 -0.15
N 3.0016 -1.5483 0.3362 -0.09
H -4.7764 3.4238 1.3865 0.43
H -2.3924 4.0001 1.0077 0.63
H -0.6403 2.2827 1.3756 -0.45
H -3.6861 -0.5808 2.4034 0.54
H -5.4109 1.1223 2.0466 0.42
H -2.5892 -0.5541 4.3775 0.70
H -2.4809 -2.5525 5.8414 0.44
H -0.6558 -4.1985 5.5920 0.44
H 1.0808 -3.8175 3.8602 0.55
H 4.4496 -3.7802 2.4874 0.56
H 6.2845 -3.6455 0.7828 0.44
H 5.9272 -2.1628 -1.2051 0.48
H 3.8447 -0.8459 -1.3848 0.41
C -0.0896 -3.6472 -2.4587 -0.81
N -1.2477 -2.7476 -2.4786 0.55
C -2.1900 -2.9659 -3.5787 -1.15
P -1.4249 -1.5137 -1.4491 -0.51
O -0.4443 -1.6539 -0.3269 -1.09
O -1.1974 -0.1378 -2.2599 -0.50
P -0.2897 1.1618 -1.9765 -0.51
O 0.2651 1.1661 -0.5830 0.14
N 0.8696 1.1217 -3.1109 0.28
C 1.7916 -0.0131 -3.0448 -0.88
C 0.6210 1.5946 -4.4790 -1.01
N -1.3212 2.3877 -2.2151 0.84
C -0.9919 3.7129 -1.6624 -0.50
C -2.2331 2.4291 -3.3708 -1.28
N -2.9927 -1.4086 -1.0650 0.69
C -3.5862 -2.5512 -0.3585 -1.09
C -3.8399 -0.2168 -1.1580 -0.31
H -0.4274 -4.6833 -2.3973 0.29
H 0.5385 -3.4335 -1.6000 0.07
H 0.5019 -3.5366 -3.3715 0.30
H -2.5703 -3.9883 -3.5509 0.35
H -1.7004 -2.8074 -4.5418 0.34
H -3.0335 -2.2829 -3.5020 0.30
H 1.8334 -0.3997 -2.0307 -0.29
H 2.7894 0.3144 -3.3402 0.56
H 1.4706 -0.8201 -3.7136 0.37
H 0.1215 2.5603 -4.4697 0.27
H 0.0264 0.8813 -5.0616 0.34
H 1.5821 1.7267 -4.9747 0.38
H -0.4333 3.6060 -0.7383 -0.29
H -1.9237 4.2351 -1.4455 0.33
H -0.4109 4.3147 -2.3667 0.32
H -2.3136 1.4533 -3.8464 0.32
H -1.8934 3.1539 -4.1125 0.46
H -3.2253 2.7307 -3.0328 0.36
H -2.8436 -3.3319 -0.1883 0.36
H -4.4084 -2.9785 -0.9364 0.37
H -3.9748 -2.2367 0.6131 0.26
H -3.4587 0.4721 -1.9007 0.04
H -3.9126 0.3079 -0.2014 -0.21
H -4.8426 -0.5222 -1.4591 0.51
C 1.5653 3.8545 1.4355 -0.56
Si 2.7910 2.4585 1.4142 0.06
C 4.1462 2.8523 2.6208 -1.12
C 3.5070 2.2528 -0.2899 -0.59
C 2.0417 0.8585 2.0935 -1.40
H 2.0880 4.7867 1.1925 0.50
H 1.1119 3.9780 2.4246 0.30
H 0.7711 3.7240 0.6965 -0.13
H 4.6062 3.8150 2.3630 0.35
H 4.9349 2.0915 2.6129 0.33
H 3.7546 2.9323 3.6404 0.34
H 4.2217 3.0600 -0.4860 0.53
H 2.7329 2.2933 -1.0591 -0.03
H 4.0495 1.3078 -0.3767 0.16
H 1.4091 1.1146 2.9506 0.66
H 2.8670 0.2525 2.4751 0.74
```

Its spin multiplicity is 5. The LUMO energy (alpha / beta) is -0.1677 / -0.3151 Eh. For the relative energy (zero: lowest compared OMol25 entry of this formula, charge and spin), the calculation gives 36.4 kJ/mol. The total charge is +2. As for the expectation value of S²: 6.09.


[5]
Formula: C22H16MnN3O2
Source: the Open Molecules 2025 dataset
Level of theory: wB97M-V/def2-TZVPD

Structure (XYZ):
```
44
Properties=species:S:1:pos:R:3:nbo_charge:R:1
Mn 0.1583 1.1296 -0.4330 1.53
O -0.1440 1.3208 1.2711 -0.73
C -0.9427 0.7582 2.1382 0.37
C -0.8288 1.0681 3.5040 -0.27
C -1.6179 0.4451 4.4429 -0.15
C -2.5590 -0.5067 4.0510 -0.26
C -2.7058 -0.8212 2.7212 -0.16
C -1.9264 -0.2028 1.7318 -0.16
C -2.1364 -0.5369 0.3605 0.15
N -1.4299 -0.0228 -0.6081 -0.43
N -1.7236 -0.3069 -1.8980 -0.40
C -0.9521 0.3776 -2.7113 0.54
O -0.0316 1.1583 -2.2202 -0.75
C -1.0598 0.1989 -4.1598 -0.06
C -0.6084 1.1895 -5.0318 -0.19
C -0.5587 0.9434 -6.3909 -0.21
C -0.9456 -0.2915 -6.8878 -0.19
C -1.4554 -1.2563 -6.0310 -0.22
C -1.5292 -1.0092 -4.6742 -0.18
H -0.0747 1.7877 3.7867 0.23
H -1.4911 0.6835 5.4895 0.22
H -3.1692 -1.0004 4.7918 0.22
H -3.4325 -1.5612 2.4153 0.21
H -2.9317 -1.2388 0.1188 0.20
H -0.2914 2.1428 -4.6339 0.23
H -0.2047 1.7087 -7.0666 0.22
H -0.8436 -0.5025 -7.9406 0.22
H -1.7831 -2.2081 -6.4230 0.22
H -1.9113 -1.7426 -3.9831 0.23
C 2.2261 0.5730 -0.2707 -0.75
C 2.4355 0.2004 1.0986 0.02
C 3.0801 1.0695 2.0074 -0.22
C 3.2294 0.7377 3.3295 -0.16
C 2.7362 -0.4814 3.8136 -0.17
C 2.0948 -1.3610 2.9326 -0.15
C 1.9551 -1.0329 1.6065 -0.25
C 2.8981 -0.8216 5.1684 0.27
N 3.0502 -1.1037 6.2717 -0.33
H 2.2084 -0.2797 -0.9654 0.22
H 2.8704 1.3777 -0.6203 0.22
H 3.4495 2.0185 1.6419 0.21
H 3.7273 1.4093 4.0136 0.22
H 1.7167 -2.2969 3.3158 0.22
H 1.4524 -1.7134 0.9270 0.21
```

Its spin multiplicity is 5. The LUMO energy (alpha / beta) is -0.0299 / -0.0362 Eh. As for the expectation value of S²: 6.10.


[6]
Formula: C3H6N4S
Source: the Open Molecules 2025 dataset
Level of theory: wB97M-V/def2-TZVPD

Structure (XYZ):
```
14
Properties=species:S:1:pos:R:3:nbo_charge:R:1
C -1.9810 1.7443 -0.2184 0.16
C 2.8142 -0.9121 -0.3940 -0.39
C 2.5311 -0.6453 0.8642 -0.38
N -3.1631 1.5109 0.2713 -0.26
N -1.3555 0.5619 -0.4464 -0.36
N -3.3310 0.2159 0.3729 -0.03
N -2.2624 -0.3977 -0.0466 -0.08
S -1.9527 -1.9734 -0.1333 -0.11
H -1.5619 2.7069 -0.4170 0.23
H -0.4428 0.3163 -0.7969 0.45
H 2.9137 -0.1423 -1.1419 0.19
H 2.9734 -1.9217 -0.7342 0.20
H 2.3745 0.3613 1.2193 0.19
H 2.4436 -1.4250 1.6009 0.20
```

The SMILES is [S-][n+]1nnc[nH]1.C=C. The LUMO energy (alpha / beta) is 0.0025 / 0.0025 Eh. For the relative energy (zero: lowest compared OMol25 entry of this formula, charge and spin), the calculation gives 399.6 kJ/mol.


[7]
Formula: C47H39BrClIrN3O4P2
Source: the Open Molecules 2025 dataset
Level of theory: wB97M-V/def2-TZVPD

Structure (XYZ):
```
98
Properties=species:S:1:pos:R:3:mulliken_charge:R:1
Ir -0.6851 0.0664 0.3253 4.03
O -1.1860 2.2903 4.7220 -0.53
C -0.5212 3.2936 4.0642 1.00
C 0.0801 4.3551 4.7207 -0.93
C 0.7388 5.3274 3.9812 -0.50
C 0.7972 5.2423 2.5981 -1.14
C 0.1933 4.1730 1.9511 0.01
C -0.4632 3.1912 2.6792 -0.34
C -1.1628 2.0388 2.0034 0.14
O -0.9827 2.0096 0.6217 -0.53
N -0.6535 0.6925 2.4585 -0.14
N 0.6668 0.3381 2.3926 -0.92
C 1.5110 0.9844 1.6381 0.01
C 2.8847 0.4606 1.5891 -0.46
Br 3.9678 1.3878 0.3506 -0.06
C 3.2721 -0.6111 2.2824 0.25
C 4.5105 -1.3949 2.2477 0.32
C 4.3868 -2.7645 2.5021 -0.48
C 5.4884 -3.6012 2.4444 -0.69
C 6.7409 -3.0733 2.1620 -0.46
C 6.8826 -1.7095 1.9468 -0.75
C 5.7777 -0.8727 1.9848 -0.38
H -1.2444 2.4997 5.6607 0.34
H 0.0340 4.4210 5.8020 0.33
H 1.2084 6.1561 4.4946 0.41
H 1.3076 6.0054 2.0264 0.45
H 0.2131 4.0920 0.8726 0.36
H -2.2233 2.0045 2.2986 0.40
H -1.0781 0.3160 3.2983 0.38
H 1.3031 1.9249 1.1370 0.43
H 2.5012 -1.0192 2.9296 0.61
H 3.4107 -3.1745 2.7379 0.34
H 5.3724 -4.6605 2.6333 0.42
H 7.6079 -3.7199 2.1272 0.41
H 7.8618 -1.2922 1.7522 0.41
H 5.9084 0.1878 1.8325 0.48
N 0.8870 -0.8120 -2.3043 0.45
P 1.5749 -1.6839 -0.9591 0.87
C 2.2295 -3.1323 -1.8435 0.68
C 3.3620 -3.7213 -1.2814 -0.59
C 3.9321 -4.8455 -1.8663 -0.59
C 3.3851 -5.3718 -3.0256 -0.51
C 2.2680 -4.7774 -3.6044 -0.83
C 1.6913 -3.6641 -3.0170 -0.40
C -0.0723 -2.2609 -0.3055 0.07
C -1.0792 -2.8511 -1.1174 -0.24
C -2.1902 -3.4109 -0.5538 -0.89
C -2.3631 -3.4154 0.8459 -0.68
C -1.4095 -2.8641 1.6563 -0.85
C -0.2604 -2.2760 1.0852 -0.06
P -0.3075 0.2908 -1.9183 -0.36
C -1.5500 0.0520 -3.2107 0.88
C -2.6340 -0.8091 -3.0679 -0.12
C -3.4776 -1.0417 -4.1412 -1.20
C -3.2453 -0.4227 -5.3624 -0.74
C -2.1679 0.4386 -5.5100 -0.72
C -1.3226 0.6776 -4.4368 -1.05
C 0.3086 1.9593 -2.1867 0.51
C 1.6678 2.2145 -2.3109 -1.09
C 2.1159 3.5227 -2.4394 -0.68
C 1.2036 4.5677 -2.4459 -0.68
C -0.1581 4.3112 -2.3223 -0.72
C -0.6119 3.0095 -2.1854 -0.32
H 1.3738 -0.7556 -3.1884 0.47
H 3.8016 -3.2958 -0.3851 0.34
H 4.8098 -5.2969 -1.4223 0.45
H 3.8326 -6.2413 -3.4892 0.39
H 1.8502 -5.1842 -4.5161 0.43
H 0.8305 -3.2009 -3.4845 0.30
H -0.9576 -2.8513 -2.1925 0.42
H -2.9442 -3.8634 -1.1855 0.44
H -3.2445 -3.8757 1.2732 0.45
H -1.5105 -2.8922 2.7341 0.52
H 0.5579 -1.9861 1.7309 0.20
H -2.8294 -1.2749 -2.1141 0.39
H -4.3279 -1.7008 -4.0212 0.46
H -3.9101 -0.6029 -6.1969 0.43
H -1.9901 0.9314 -6.4563 0.45
H -0.4941 1.3664 -4.5525 0.49
H 2.3795 1.3975 -2.3085 0.49
H 3.1744 3.7234 -2.5417 0.47
H 1.5534 5.5861 -2.5556 0.42
H -0.8683 5.1275 -2.3308 0.47
H -1.6689 2.8041 -2.0660 0.40
Cl -8.3392 1.3382 3.1412 -0.20
C -6.9271 1.1307 2.1624 0.48
C -6.7370 1.9479 1.0564 -0.91
C -5.6023 1.7771 0.2796 -0.30
C -4.6669 0.7994 0.6055 0.10
C -4.8745 -0.0098 1.7178 0.04
C -6.0074 0.1506 2.4999 -1.11
C -3.4264 0.6951 -0.2247 -0.02
O -3.1870 1.4365 -1.1474 -0.64
O -2.6248 -0.2866 0.1861 -0.51
H -7.4705 2.7043 0.8145 0.43
H -5.4264 2.4003 -0.5869 0.51
H -4.1461 -0.7723 1.9602 0.42
H -6.1853 -0.4744 3.3642 0.44
```

The LUMO energy is -0.1146 Eh. For the relative energy (zero: lowest compared OMol25 entry of this formula, charge and spin), the calculation gives 316.5 kJ/mol. The total charge is +1.


[8]
Formula: C16H20N4O3
Source: the Open Molecules 2025 dataset
Level of theory: wB97M-V/def2-TZVPD

Structure (XYZ):
```
43
Properties=species:S:1:pos:R:3:nbo_charge:R:1
O -0.0332 -4.7481 -2.2544 -0.62
O -3.6727 -1.9186 0.5799 -0.62
O -0.2253 -0.0370 -1.2545 -0.63
C 0.5363 -4.5420 -1.2220 0.67
C -2.9288 -1.1773 -0.0283 0.66
C -0.1538 -1.1961 -1.3706 0.69
C 1.8662 -1.6676 1.8283 0.01
C 1.9299 -0.8272 0.7371 -0.12
C 0.3544 2.7143 1.5302 -0.25
C 0.2924 2.5101 2.9240 -0.21
C 1.0089 1.7010 0.7853 -0.18
C 0.6861 1.3042 3.4997 -0.27
C 1.3356 0.4051 1.2570 -0.06
C 1.1837 0.3217 2.7277 0.14
N 1.5266 -1.0327 2.9691 -0.53
N -2.2841 -0.0497 0.4114 -0.64
N -1.2560 -1.9781 -1.6147 -0.64
N 1.0574 -3.3388 -0.8843 -0.62
C 0.8152 -5.6916 -0.2698 -0.72
C -2.2353 0.2736 1.8491 -0.42
C -2.6754 -1.6044 -1.4670 -0.30
C 2.1986 -1.2020 -0.6891 -0.44
C 1.1377 -2.0334 -1.4790 -0.13
H 2.1269 -2.7266 1.7478 0.19
H -0.0160 3.5510 1.0735 0.21
H 0.1714 3.3652 3.5505 0.21
H 1.0142 1.7393 -0.3645 0.23
H 0.6576 1.1719 4.5871 0.22
H 1.4210 -1.5464 3.8391 0.41
H -1.9017 0.5619 -0.3473 0.44
H -0.9764 -3.0581 -1.7206 0.43
H 1.6205 -3.3821 0.0158 0.40
H -0.1322 -6.1721 0.0265 0.25
H 1.5221 -6.5093 -0.5552 0.25
H 1.3880 -5.4223 0.6338 0.20
H -1.5394 -0.4140 2.3282 0.20
H -1.8208 1.3081 1.9399 0.22
H -3.3103 0.2837 2.2802 0.21
H -3.1285 -2.4241 -1.8888 0.23
H -3.0230 -0.8010 -2.1512 0.20
H 3.1577 -1.6584 -0.8621 0.22
H 2.3636 -0.2508 -1.1040 0.25
H 1.4628 -2.1571 -2.5467 0.24
```

The SMILES is CNC(=O)CNC(=O)[C@@H](Cc1c[nH]c2ccccc12)NC(C)=O. The LUMO energy is 0.0160 Eh. For the relative energy (zero: lowest compared OMol25 entry of this formula, charge and spin), the calculation gives 230.1 kJ/mol.